# 1
This record from OMol25 describes 5 unconnected molecules or ions with the total composition C14H36NO6S4 at a distorted geometry. The level of theory is wB97M-V/def2-TZVPD.

The geometry in XYZ format:
```
61
Properties=species:S:1:pos:R:3:mulliken_charge:R:1
N 4.8867 -1.0389 -2.4438 -0.66
C 4.3895 0.3441 -2.5283 0.34
O 5.2258 1.2243 -2.7814 -0.51
C 2.8389 0.7383 -2.3493 -0.29
C 2.1882 -0.3635 -1.4015 -0.18
C 0.6594 -0.0920 -1.0201 -0.08
C -0.2842 -1.2128 -1.6619 -0.24
C -1.1207 -0.5315 -2.8841 -0.72
O -1.5872 0.7537 -2.4051 -0.38
H 4.6326 -1.4804 -1.5550 0.37
H 4.4974 -1.6157 -3.2021 0.31
H 2.3756 0.8147 -3.3771 0.20
H 2.8467 1.7608 -1.8740 0.22
H 2.7711 -0.3348 -0.4162 0.12
H 2.2958 -1.3880 -1.8933 -0.02
H 0.6008 -0.2954 0.1097 -0.42
H 0.2822 -2.0833 -2.1281 0.15
H -1.0503 -1.6203 -0.9128 0.25
H -2.0135 -1.2125 -3.1066 0.27
H -0.5028 -0.4656 -3.8247 0.14
H -2.2146 0.5679 -1.6816 0.25
C -2.8857 1.1729 -7.1884 -1.03
S -3.3896 0.5319 -5.5773 0.73
O -3.4427 -0.9555 -5.6866 -0.62
C -5.0885 1.1383 -5.6600 -1.04
H -1.8530 0.8752 -7.3685 0.30
H -3.5245 0.7594 -7.9713 0.32
H -2.9524 2.2621 -7.1840 0.35
H -5.5897 0.7272 -6.5385 0.32
H -5.0840 2.2287 -5.7051 0.35
H -5.6122 0.8161 -4.7602 0.30
C 1.6798 -2.6892 2.7505 -0.98
S 2.7767 -3.3753 1.4959 0.32
O 2.3580 -2.7967 0.1874 -0.50
C 2.1308 -5.0598 1.5782 -1.07
H 1.8841 -1.6218 2.8363 0.30
H 0.6417 -2.8353 2.4553 0.32
H 1.8697 -3.1724 3.7107 0.47
H 1.0614 -5.0594 1.3603 0.31
H 2.3122 -5.4718 2.5727 0.40
H 2.6517 -5.6649 0.8358 0.33
C -2.2341 0.3174 3.4181 -0.81
S -0.7860 -0.5054 4.1131 0.84
O -0.9609 -1.9740 3.8918 -0.70
C -1.1918 -0.1710 5.8399 -0.94
H -2.2089 0.1993 2.3345 0.26
H -3.1457 -0.1359 3.8122 0.34
H -2.2036 1.3790 3.6669 0.17
H -2.1692 -0.5938 6.0817 0.37
H -1.1944 0.9052 6.0103 0.18
H -0.4310 -0.6341 6.4678 0.31
C 1.5514 3.8838 3.3360 -0.98
S 1.0238 3.2528 4.9417 0.37
O 0.9325 1.7661 4.8271 -0.50
C -0.6571 3.9059 4.8567 -0.87
H 2.5761 3.5584 3.1585 0.32
H 0.9050 3.4899 2.5497 0.33
H 1.5144 4.9744 3.3436 0.37
H -1.1656 3.5123 3.9750 0.18
H -0.6226 4.9956 4.8156 0.41
H -1.1936 3.5952 5.7537 0.31
```

HOMO level = -0.044 hartree
molar mass = 442.7 g/mol
gap between HOMO and LUMO = 0.115 Ha
charge = -1


# 2
This record from OMol25 describes 3 unconnected molecules or ions with the total composition C4H13NO3 at a distorted geometry. The level of theory is wB97M-V/def2-TZVPD.

The geometry in XYZ format:
```
21
Properties=species:S:1:pos:R:3:mulliken_charge:R:1
C 2.3802 0.3339 0.3998 -1.12
C 1.1772 1.0496 1.0938 -0.30
N 0.2723 1.3057 -0.1128 -0.39
C -1.0851 1.1398 0.2539 -0.46
C -1.9596 1.8441 -0.7935 -0.02
O -2.0660 1.3170 -1.8891 -0.49
H 1.9930 -0.7151 -0.0165 0.22
H 3.1132 0.0658 1.1412 0.41
H 2.8200 0.9773 -0.4054 0.31
H 1.6091 2.0496 1.4981 0.20
H 0.5897 0.5142 1.7640 0.43
H 0.4998 0.7830 -0.9511 0.24
H -1.6016 0.1413 0.2968 0.21
H -1.3369 1.5214 1.2896 0.36
H -2.3227 2.7108 -0.4597 0.46
O 0.5615 -3.4407 0.7775 -0.63
H 0.4922 -3.8064 -0.0877 0.31
H 1.5506 -3.5614 0.9054 0.32
O -2.4542 -1.7263 -1.5153 -0.64
H -1.6391 -1.6474 -2.0384 0.33
H -2.5937 -0.8561 -1.1506 0.26
```

HOMO level = -0.328 hartree
relative energy (zero: lowest compared OMol25 entry of this formula, charge and spin) = 74.1 kcal/mol
molar mass = 123.2 g/mol
SMILES string = CCNCC=O.O.O
gap between HOMO and LUMO = 0.350 Ha
charge = 0


# 3
This record from OMol25 describes 2 unconnected molecules or ions with the total composition C3H6BrOP at a distorted geometry. The level of theory is wB97M-V/def2-TZVPD.

The geometry in XYZ format:
```
12
Properties=species:S:1:pos:R:3:mulliken_charge:R:1
C -0.7567 -0.3674 0.4036 -1.39
C 0.4994 0.5949 0.3204 -0.21
C 1.6802 -0.1700 -0.2115 -0.29
O 2.7403 -2.5031 -0.8560 -0.41
P 2.5681 -1.7109 0.3549 0.30
Br 3.3569 0.9163 -0.1259 -0.15
H -1.0281 -0.5681 -0.6600 0.31
H -0.5295 -1.2437 0.8415 0.44
H -1.5185 0.0463 0.8756 0.43
H 0.2088 1.4233 -0.2598 0.36
H 0.8651 0.6880 1.4046 0.30
H 1.6247 -0.7203 -1.8499 0.31
```

HOMO level = -0.354 hartree
relative energy (zero: lowest compared OMol25 entry of this formula, charge and spin) = 62.2 kcal/mol
molar mass = 169.0 g/mol
gap between HOMO and LUMO = 0.335 Ha
charge = 0